(w)
The following is a DFT calculation (ωB97M-V/def2-TZVPD) of 2 unconnected molecules or ions with the total composition C2H4IN.

The geometry in ORCA input format:
```
! RIJCOSX wB97M-V def2-TZVPD def2/J DEFGRID3
* xyz 0 1
C 0.22580 -0.62033 -2.06357
C -0.79889 0.56453 1.43603
N 0.99132 -1.21506 -2.67161
I 0.95552 1.02466 2.55842
H -1.52645 0.29468 2.27375
H -0.37426 -0.05652 0.72114
H -1.07438 1.61651 1.01278
H 1.60135 -1.60847 -3.26694
*
```

The value obtained for the LUMO energy is 0.69 eV. The HOMO-LUMO gap is 9.81 eV. As for the highest occupied orbital energy: -0.3350 hartree.

(x)
The following is a DFT calculation (ωB97M-V/def2-TZVPD) of C2H4IN in the gas phase.

The geometry in ORCA input format:
```
! RIJCOSX wB97M-V def2-TZVPD def2/J DEFGRID3
* xyz 0 1
C 0.05068 -0.25081 -0.25372
N -0.37288 0.35060 -1.44830
C -0.83466 1.83824 -0.87248
I -1.00473 3.34023 -2.16107
H 1.07536 0.15007 -0.14154
H -0.03056 -1.35557 -0.27221
H -0.57551 0.06572 0.62201
H -1.11176 1.96841 0.11039
*
```

The value obtained for the LUMO energy (spin up / spin down) is -0.40 / -0.15 eV. Its SMILES is C/N=C/I. The HOMO-LUMO gap (spin up / spin down) is 8.97 / 8.39 eV. As for the highest occupied orbital energy (spin up / spin down): -0.3444 / -0.3137 hartree.

Pick (w): it beats the second-best structure by 2.100 eV.

(w)
The following is a DFT calculation (ωB97M-V/def2-TZVPD) of 2 unconnected molecules or ions with the total composition C2H8Br2OSi2.

The geometry in ORCA input format:
```
! RIJCOSX wB97M-V def2-TZVPD def2/J DEFGRID3
* xyz 0 1
C -0.45284 -0.07844 -2.31420
Si -2.20604 0.18520 -1.68209
Br -2.98267 1.77954 -0.29164
Br -3.07512 -1.67816 -0.86809
H 0.21095 -0.15268 -1.44184
H -0.64620 -0.90967 -3.05805
H -0.21419 0.70466 -2.99397
H -2.68042 0.29834 -3.06580
C 0.55267 0.18817 3.01572
Si 0.71816 -0.61664 1.30305
O -0.49898 -0.77647 0.44987
H -0.48875 0.45893 3.09864
H 0.89447 -0.49521 3.82896
H 1.20405 1.07233 3.16035
H 2.06996 -1.06430 0.88903
*
```

The value obtained for the LUMO energy is -0.22 eV. Its SMILES is C[SiH](Br)Br.C[SiH]=O. The HOMO-LUMO gap is 9.39 eV. As for the highest occupied orbital energy: -0.3531 hartree.

(x)
The following is a DFT calculation (ωB97M-V/def2-TZVPD) of C2H8Br2OSi2 in the gas phase.

The geometry in ORCA input format:
```
! RIJCOSX wB97M-V def2-TZVPD def2/J DEFGRID3
* xyz 0 1
C -1.50846 2.12605 -1.99320
Si -2.15397 0.44015 -1.50617
Br -3.00764 0.34981 0.57914
O -0.54667 -0.68828 -1.36884
Si 0.73200 -1.03216 -0.48933
C 1.95026 -1.85284 -1.70204
Br 1.45934 0.93455 0.18231
H -2.29396 2.67938 -2.24839
H -0.89965 2.49361 -1.17678
H -0.83892 1.92778 -2.83392
H -2.83116 -0.35917 -2.44213
H 0.39288 -2.11475 0.51876
H 2.99164 -1.88512 -1.36543
H 1.81354 -2.94880 -1.92926
H 1.87096 -1.25311 -2.66363
*
```

The value obtained for the LUMO energy is 0.49 eV. Its SMILES is C[Si@H](Br)O[Si@@H](C)Br. The HOMO-LUMO gap is 10.58 eV. As for the highest occupied orbital energy: -0.3707 hartree.

Pick (x): it beats the second-best structure by 2.348 eV.

(w)
The following is a DFT calculation (ωB97M-V/def2-TZVPD) of a molecular structure, C7H13NOS.

The geometry in ORCA input format:
```
! RIJCOSX wB97M-V def2-TZVPD def2/J DEFGRID3
* xyz 0 1
C -0.40649 1.54499 0.78554
C 1.05941 1.13021 0.68303
C 0.25775 -0.28708 -0.31086
C -1.05611 0.36011 0.06936
C -1.74015 0.66204 -1.21115
C -1.86723 -0.48842 1.02694
C 2.26890 -2.12236 -0.44202
N 1.92416 1.49157 -0.33533
O 3.14247 1.25490 -0.16997
S 0.60515 -1.85195 0.32891
H -0.74753 1.74018 1.79605
H -0.60861 2.46223 0.23815
H 1.50028 0.66617 1.57262
H 0.35249 -0.16179 -1.41933
H -2.01319 -0.22008 -1.74561
H -1.19129 1.23205 -1.87283
H -2.67461 1.23252 -0.92774
H -2.27320 -1.31746 0.52527
H -2.74120 -0.01273 1.36523
H -1.29680 -0.85433 1.88997
H 2.38268 -3.21528 -0.88784
H 2.95271 -1.84786 0.27826
H 2.17040 -1.39761 -1.23664
*
```

The value obtained for the LUMO energy (spin up / spin down) is 0.13 / 0.13 eV. The HOMO-LUMO gap (spin up / spin down) is 8.50 / 8.50 eV. As for the highest occupied orbital energy (spin up / spin down): -0.3075 / -0.3075 hartree.

(x)
The following is a DFT calculation (ωB97M-V/def2-TZVPD) of a molecular structure, C7H13NOS.

The geometry in ORCA input format:
```
! RIJCOSX wB97M-V def2-TZVPD def2/J DEFGRID3
* xyz 0 1
C -1.68514 -0.38383 1.05302
C -2.63978 -0.80726 -0.97617
C -0.30716 0.30001 -0.10016
C 1.25501 -1.62524 0.53457
C 2.17649 0.53853 -0.34835
C -0.21795 2.45740 1.14743
C 1.09968 -0.11934 0.45769
N -2.72738 -0.72072 0.42827
O -0.46240 1.66058 -0.04340
S -0.99473 -0.28678 -1.60705
H -1.69260 -0.23060 2.15890
H -2.75220 -1.89440 -1.14091
H -3.50331 -0.26082 -1.54752
H 1.31798 -1.91047 -0.49703
H 0.43818 -2.12807 0.96166
H 2.19785 -2.13758 0.92406
H 1.97538 0.18730 -1.41463
H 3.22488 0.34788 -0.27172
H 2.08001 1.57747 -0.33995
H -1.20312 2.65682 1.63327
H 0.37218 3.39472 0.91885
H 0.47251 1.95342 1.80103
H 1.09011 0.43221 1.38252
*
```

The value obtained for the LUMO energy is 0.82 eV. The HOMO-LUMO gap is 9.57 eV. As for the highest occupied orbital energy: -0.3213 hartree.

Pick (x): it beats the second-best structure by 1.548 eV.

(w)
The following is a DFT calculation (ωB97M-V/def2-TZVPD) of 2 unconnected molecules or ions with the total composition C3H12NO2S.

The geometry in ORCA input format:
```
! RIJCOSX wB97M-V def2-TZVPD def2/J DEFGRID3
* xyz 1 1
C 0.73813 0.95612 -1.47656
O 0.30147 0.19680 -2.58003
C 0.72400 0.04133 -0.29170
C 1.13053 0.62088 1.07266
S 2.78076 0.00246 1.48037
N -0.66221 -0.56310 -0.23529
H 1.73160 1.39486 -1.56506
H 0.05794 1.78192 -1.31174
H 0.84414 0.29520 -3.36468
H 1.35349 -0.82706 -0.47963
H 1.18950 1.70008 0.98079
H 0.36126 0.37395 1.80398
H 2.71542 0.13756 2.80539
H -0.78977 -1.32865 0.42491
H -1.38470 0.13171 -0.02175
H -0.88233 -0.95104 -1.15872
H -3.97979 -0.85979 1.04222
H -3.15518 -1.93346 1.72821
O -3.07428 -1.16976 1.14662
*
```

The value obtained for the LUMO energy is -3.10 eV. The HOMO-LUMO gap is 9.72 eV. As for the highest occupied orbital energy: -0.4713 hartree.

(x)
The following is a DFT calculation (ωB97M-V/def2-TZVPD) of 2 unconnected molecules or ions with the total composition C3H12NO2S.

The geometry in ORCA input format:
```
! RIJCOSX wB97M-V def2-TZVPD def2/J DEFGRID3
* xyz 1 1
C 0.50196 0.32071 -1.66349
O -0.09710 -0.60756 -2.55805
C 0.10520 -0.13301 -0.18378
C 0.58315 0.91402 0.82094
S 2.39412 0.83468 1.33539
N -1.36656 -0.64140 -0.16263
H 1.60105 0.33356 -1.60262
H 0.02551 1.25233 -1.66754
H 0.27990 -0.49417 -3.39235
H 0.73788 -1.05772 -0.05956
H 0.32005 1.88892 0.26626
H 0.12910 0.98406 1.86054
H 2.94683 1.44769 0.25017
H -1.72399 -0.53381 0.73808
H -2.05792 -0.07933 -0.68661
H -1.38302 -1.54941 -0.53596
H -4.27935 -0.77084 1.29370
H -3.69620 -2.10229 1.45670
O -3.50062 -1.24174 1.05920
*
```

The value obtained for the LUMO energy is -3.21 eV. The HOMO-LUMO gap is 9.74 eV. As for the highest occupied orbital energy: -0.4760 hartree.

Pick (w): it beats the second-best structure by 0.988 eV.

(w)
The following is a DFT calculation (ωB97M-V/def2-TZVPD) of a molecular structure, C3H13N3O.

The geometry in ORCA input format:
```
! RIJCOSX wB97M-V def2-TZVPD def2/J DEFGRID3
* xyz 0 1
C 1.67732 -0.07813 0.62496
N 0.72539 0.48808 1.42079
N 3.00492 0.44037 0.67150
O 1.69126 -1.47517 0.72900
H 1.53521 -1.64946 1.66742
H 1.22094 -0.00884 -0.69002
H -0.46542 0.29086 0.63824
H 3.62164 -0.10782 0.08436
H 0.94117 1.46248 1.60280
H 3.04011 1.41469 0.39841
C -1.94751 1.12424 -0.88618
C -1.72320 -1.28899 -0.46391
N -1.10355 0.03234 -0.41634
H -0.10016 0.00583 -0.95391
H -2.82290 1.21967 -0.23980
H -2.57885 -1.32404 0.21396
H -2.29250 0.95688 -1.91127
H -1.37998 2.05349 -0.85230
H -0.97958 -2.02433 -0.16227
H -2.06431 -1.53215 -1.47546
*
```

The value obtained for the LUMO energy is 0.77 eV. The HOMO-LUMO gap is 8.41 eV. As for the highest occupied orbital energy: -0.2808 hartree.

(x)
The following is a DFT calculation (ωB97M-V/def2-TZVPD) of 3 unconnected molecules or ions with the total composition C3H13N3O.

The geometry in ORCA input format:
```
! RIJCOSX wB97M-V def2-TZVPD def2/J DEFGRID3
* xyz 0 1
C 0.67504 -0.05876 1.44859
C 0.90850 -1.02592 -0.83328
N 0.06322 -0.67532 0.29150
N -0.60313 -2.37240 1.09135
H -0.76609 -2.96909 0.27698
H 0.24468 -2.75489 1.52101
H 0.80094 1.01242 1.27060
H 1.62183 -0.55279 1.67967
H 0.00567 -0.17057 2.29780
H 1.51078 -0.16515 -1.12663
H 1.55088 -1.87496 -0.58268
H 0.27950 -1.30174 -1.67791
C -0.28237 1.91285 -1.44331
N -1.20353 1.18660 -0.60533
O -1.38114 2.01600 0.53580
H -2.29489 1.85263 0.80244
H -1.00371 -0.39140 0.07952
H -0.10064 1.32637 -2.34271
H 0.67960 2.12397 -0.94785
H -0.70514 2.88217 -1.73556
*
```

The value obtained for the LUMO energy (spin up / spin down) is 0.14 / 0.88 eV. The HOMO-LUMO gap (spin up / spin down) is 6.28 / 9.08 eV. As for the highest occupied orbital energy (spin up / spin down): -0.2259 / -0.3013 hartree.

Pick (w): it beats the second-best structure by 4.057 eV.

(w)
The following is a DFT calculation (ωB97M-V/def2-TZVPD) of 2 unconnected molecules or ions with the total composition C4H8ClN4.

The geometry in ORCA input format:
```
! RIJCOSX wB97M-V def2-TZVPD def2/J DEFGRID3
* xyz 1 1
C -2.14178 -2.78192 0.88154
C -1.94166 -1.75315 -0.01385
C -1.27685 -2.88153 2.00166
C -0.05225 -1.21444 1.15653
N -0.31963 -2.10749 2.26139
N -0.91040 -0.91088 0.20382
N -0.61042 0.01716 -0.71534
N 1.93472 1.05319 -0.11067
Cl -1.57386 -4.20229 3.12323
H -2.80444 -3.51041 0.64719
H -2.70538 -1.58812 -0.71710
H 0.90616 -0.74934 1.31897
H 0.25239 0.62511 -0.39019
H -1.36394 0.64381 -0.79542
H 2.38553 0.76223 -0.99997
H 2.27695 0.53140 0.69876
H 2.15858 2.05778 0.02736
*
```

The value obtained for the LUMO energy is -4.73 eV. The HOMO-LUMO gap is 9.48 eV. As for the highest occupied orbital energy: -0.5220 hartree.

(x)
The following is a DFT calculation (ωB97M-V/def2-TZVPD) of a gas-phase ion, C4H8ClN4 (charge +1).

The geometry in ORCA input format:
```
! RIJCOSX wB97M-V def2-TZVPD def2/J DEFGRID3
* xyz 1 1
N 1.78347 1.47014 0.55374
C 0.70127 1.06996 -0.45597
Cl -0.63719 2.31682 -0.70435
C 0.08034 -0.34363 0.09097
N 0.94431 -1.48888 0.56954
N -0.63285 -0.83265 -1.16859
C -1.90231 -0.57816 -1.04160
C -2.07256 -0.20304 0.31308
N -1.11674 -0.12272 1.12682
H 1.37435 1.87754 1.33765
H 2.56348 1.99726 0.10227
H 0.95967 0.98951 -1.53350
H 1.75888 -1.50256 -0.04904
H 0.51816 -2.44366 0.38674
H 1.41183 -1.35772 1.38221
H -2.69579 -0.83937 -1.72669
H -3.03829 -0.00883 0.81674
*
```

The value obtained for the LUMO energy is -4.53 eV. Its SMILES is N[C@H](Cl)C1([NH3+])N=CC=N1. The HOMO-LUMO gap is 9.64 eV. As for the highest occupied orbital energy: -0.5208 hartree.

Pick (w): it beats the second-best structure by 0.751 eV.

(w)
The following is a DFT calculation (ωB97M-V/def2-TZVPD) of C9H12N2OS in the gas phase.

The geometry in ORCA input format:
```
! RIJCOSX wB97M-V def2-TZVPD def2/J DEFGRID3
* xyz 0 1
N -2.53428 2.84829 0.74581
C -1.72178 1.61824 0.80095
C -1.87175 0.85236 -0.53179
S -0.81612 -0.69610 -0.69460
C 0.80032 0.03956 -0.60896
N 1.27170 0.71791 -1.65352
O 0.46628 0.68149 -2.80461
C 1.69322 -0.17095 0.54712
C 1.32871 -1.04292 1.57590
C 2.15763 -1.26572 2.68794
C 3.38896 -0.55471 2.76094
C 3.77455 0.31711 1.76265
C 2.93928 0.48780 0.68528
H -2.10150 3.57125 0.15369
H -3.48977 2.69381 0.43598
H -2.03565 0.94447 1.57504
H -0.69815 1.88894 1.05000
H -2.89173 0.48903 -0.67959
H -1.63700 1.50185 -1.36788
H 1.04104 0.49008 -3.56567
H 0.39546 -1.62136 1.43600
H 1.81496 -1.95719 3.48093
H 4.00870 -0.71405 3.64080
H 4.70347 0.90804 1.85996
H 3.24287 1.20219 -0.06295
*
```

The value obtained for the LUMO energy is 0.14 eV. Its SMILES is NCCS/C(=N\O)c1ccccc1. The HOMO-LUMO gap is 8.92 eV. As for the highest occupied orbital energy: -0.3226 hartree.

(x)
The following is a DFT calculation (ωB97M-V/def2-TZVPD) of C9H12N2OS in the gas phase.

The geometry in ORCA input format:
```
! RIJCOSX wB97M-V def2-TZVPD def2/J DEFGRID3
* xyz 0 1
N 0.10473 -1.06166 -2.65229
S 0.42559 -0.91309 -1.15764
O -0.21014 -1.81366 -0.24831
N -0.17444 1.05091 -0.80319
C -1.09487 0.98523 0.23451
C -2.37736 1.65570 0.18989
C -3.21404 1.73616 1.27233
C -2.72533 1.30228 2.51205
C -1.58434 0.55951 2.53319
C -0.84175 0.33845 1.40894
C 2.18169 -0.53052 -0.86585
C 3.02225 -1.57195 -0.26226
C 3.06603 -1.29588 -1.78859
H -0.74143 -1.49229 -2.80406
H -0.58285 1.25760 -1.76725
H -2.48481 2.21250 -0.71952
H -4.19794 2.27257 1.37788
H -3.28455 1.51173 3.42515
H -1.21075 0.13143 3.45338
H 0.06478 -0.29135 1.50270
H 2.36911 0.43063 -0.56666
H 2.76850 -2.47956 0.11499
H 3.89311 -1.16793 0.19735
H 4.00608 -0.70286 -2.11338
H 2.82274 -2.12393 -2.47338
*
```

The value obtained for the LUMO energy is 0.57 eV. Its SMILES is N=[S@](=O)(Nc1ccccc1)C1CC1. The HOMO-LUMO gap is 8.47 eV. As for the highest occupied orbital energy: -0.2903 hartree.

Pick (w): it beats the second-best structure by 2.487 eV.